No. 1
This record from the OMol25 dataset describes a structure of composition C3Li2O3V. The level of theory is ωB97M-V/def2-TZVPD.

The calculation puts the orbital gap (spin up / spin down) at 6.38 / 7.10 eV. Its net charge is +1. The value obtained for the max |F| is 2.14 eV/A. The spin multiplicity is 5. The value obtained for the LUMO energy (spin up / spin down) is -3.9890 / -4.1436 eV. Its energy above the lowest of the compared OMol25 structures with the same formula, charge and spin is 0.083 eV. The value obtained for the highest occupied orbital energy (spin up / spin down) is -10.37 / -11.24 eV.

CARTESIAN COORDINATES (ANGSTROEM)
O: 0.42 -1.13 2.32
C: -0.01 -1.40 1.28
O: -0.19 -1.89 0.23
V: -0.61 -1.38 -1.89
Li: 0.71 1.16 2.55
C: -0.06 1.33 0.71
C: -0.02 1.01 -0.49
O: -0.29 0.56 -1.67
Li: 0.06 1.74 -3.03

=====

No. 2
This record from the OMol25 dataset describes a cluster of 2 separate species, C3N2O2 in total. The level of theory is ωB97M-V/def2-TZVPD.

The calculation puts the orbital gap at 11.56 eV. The value obtained for the max |F| is 3.99 eV/A. The value obtained for the LUMO energy is 0.2537 eV. Its energy above the lowest of the compared OMol25 structures with the same formula, charge and spin is 1.378 eV. The value obtained for the highest occupied orbital energy is -11.30 eV.

CARTESIAN COORDINATES (ANGSTROEM)
C: -0.55 0.15 1.17
C: -0.03 -1.74 -0.76
C: 1.05 1.03 -0.41
N: -1.45 0.15 1.89
N: 0.23 0.44 0.21
O: -1.09 -1.43 -0.98
O: 1.84 1.40 -1.12

=====

No. 3
This record from the OMol25 dataset describes the molecule C3N2O2. The level of theory is ωB97M-V/def2-TZVPD.

The calculation puts the orbital gap at 9.88 eV. The value obtained for the max |F| is 2.88 eV/A. The value obtained for the LUMO energy is -1.6866 eV. Its SMILES is N#CC#C[N+](=O)[O-]. Its energy above the lowest of the compared OMol25 structures with the same formula, charge and spin is 5.811 eV. The value obtained for the highest occupied orbital energy is -11.56 eV.

CARTESIAN COORDINATES (ANGSTROEM)
N: -3.37 -0.03 -0.01
C: -2.24 0.09 0.04
C: -0.87 -0.04 0.05
C: 0.32 0.02 -0.11
N: 1.73 -0.03 -0.03
O: 2.27 -1.08 0.03
O: 2.17 1.07 0.03

=====

No. 4
This record from the OMol25 dataset describes a cluster of 2 separate species, C3N6 in total. The level of theory is ωB97M-V/def2-TZVPD.

The calculation puts the orbital gap at 8.83 eV. The value obtained for the max |F| is 5.54 eV/A. The value obtained for the LUMO energy is -1.4215 eV. Its energy above the lowest of the compared OMol25 structures with the same formula, charge and spin is 0.005 eV. The value obtained for the highest occupied orbital energy is -10.25 eV.

CARTESIAN COORDINATES (ANGSTROEM)
C: -0.53 -0.28 1.31
C: -0.18 -0.09 -1.00
C: 0.00 -0.87 0.15
N: -0.91 0.04 2.33
N: -0.19 0.44 -2.01
N: 0.34 -2.11 0.09
N: 0.70 2.91 -0.09
N: 0.55 -3.23 0.23
N: 0.22 3.20 -1.02

=====

No. 5
This record from the OMol25 dataset describes a cluster of 2 separate species, C3NO3 in total. The level of theory is ωB97M-V/def2-TZVPD.

The calculation puts the orbital gap (spin up / spin down) at 5.17 / 5.20 eV. Its net charge is -1. The value obtained for the max |F| is 6.15 eV/A. The value obtained for the LUMO energy (spin up / spin down) is 1.6024 / 1.6285 eV. Its energy above the lowest of the compared OMol25 structures with the same formula, charge and spin is 2.733 eV. The value obtained for the highest occupied orbital energy (spin up / spin down) is -3.56 / -3.57 eV.

CARTESIAN COORDINATES (ANGSTROEM)
C: 1.86 0.48 0.08
C: 0.80 1.15 -0.09
C: -1.77 -1.05 0.04
N: -1.48 -1.33 1.14
O: 2.56 -0.52 -0.05
O: 0.07 2.06 -0.06
O: -2.05 -0.79 -1.07

=====

No. 6
This record from the OMol25 dataset describes a structure of composition C40H102Li5N6O18. The level of theory is ωB97M-V/def2-TZVPD.

The calculation puts the orbital gap at 2.08 eV. Its net charge is +1. The value obtained for the max |F| is 3.82 eV/A. The value obtained for the LUMO energy is -4.1610 eV. The value obtained for the highest occupied orbital energy is -6.24 eV.

CARTESIAN COORDINATES (ANGSTROEM)
Li: 1.26 6.73 -2.60
Li: -2.43 3.33 -5.73
Li: -4.45 6.47 -3.49
Li: -6.84 1.10 -4.60
Li: 2.16 1.50 -5.57
O: -0.37 2.97 -2.47
C: -1.14 2.29 -1.49
C: -2.73 2.50 -1.30
O: -3.50 2.76 -2.49
H: -0.67 2.38 -0.51
H: -1.12 1.23 -1.76
H: -2.84 3.27 -0.54
H: -3.14 1.64 -0.77
O: -1.46 1.10 -8.26
C: -2.33 -0.02 -8.28
C: -3.84 0.02 -8.81
O: -4.71 0.93 -8.15
H: -2.16 -0.49 -7.31
H: -1.85 -0.80 -8.87
H: -4.33 -0.96 -8.78
H: -3.91 0.27 -9.87
C: 6.65 -0.39 2.61
O: 8.03 -0.68 2.46
C: 8.42 -1.81 3.31
C: 9.92 -2.19 3.32
N: 10.27 -2.53 1.90
C: 11.69 -2.37 1.60
C: 12.67 -3.34 2.29
O: 12.83 -3.10 3.62
C: 13.54 -4.07 4.44
H: 5.86 -1.13 2.66
H: 6.30 0.14 1.72
H: 6.61 0.22 3.51
H: 7.82 -2.70 3.13
H: 8.23 -1.62 4.37
H: 10.11 -3.01 4.02
H: 10.47 -1.32 3.68
H: 9.76 -1.94 1.26
H: 12.12 -1.37 1.68
H: 11.79 -2.48 0.52
H: 13.67 -3.36 1.86
H: 12.18 -4.31 2.20
H: 14.58 -4.24 4.15
H: 13.03 -5.03 4.48
H: 13.64 -3.66 5.45
C: -6.71 -1.87 -2.66
O: -7.76 -1.09 -3.04
C: -9.05 -1.43 -2.67
C: -9.97 -0.42 -3.38
N: -9.88 1.06 -3.08
C: -9.96 1.21 -1.54
C: -10.52 2.63 -1.22
O: -11.81 2.73 -1.77
C: -12.71 1.79 -1.17
H: -6.89 -2.88 -3.03
H: -6.52 -1.75 -1.59
H: -5.87 -1.48 -3.24
H: -9.28 -1.47 -1.60
H: -9.39 -2.45 -2.84
H: -11.02 -0.73 -3.35
H: -9.79 -0.55 -4.45
H: -10.59 1.60 -3.57
H: -8.99 1.09 -1.06
H: -10.52 0.42 -1.05
H: -9.86 3.42 -1.59
H: -10.44 2.75 -0.14
H: -12.53 0.72 -1.27
H: -13.71 2.12 -1.45
H: -12.72 1.96 -0.09
C: 3.38 -3.96 -0.42
O: 4.44 -3.46 -1.27
C: 3.93 -3.13 -2.59
C: 5.07 -2.61 -3.50
N: 5.04 -1.15 -3.44
C: 6.13 -0.50 -4.11
C: 5.77 -0.28 -5.63
O: 4.87 0.85 -5.66
C: 4.65 1.25 -6.98
H: 3.92 -4.05 0.52
H: 3.07 -4.98 -0.64
H: 2.57 -3.23 -0.39
H: 3.22 -2.31 -2.50
H: 3.49 -4.06 -2.97
H: 5.00 -2.92 -4.54
H: 6.03 -2.90 -3.09
H: 5.19 -0.82 -2.49
H: 7.06 -1.08 -4.15
H: 6.31 0.43 -3.58
H: 5.31 -1.13 -6.13
H: 6.73 -0.04 -6.10
H: 3.89 2.01 -6.84
H: 4.31 0.45 -7.63
H: 5.56 1.70 -7.38
C: -5.03 -14.98 2.17
O: -5.67 -13.70 1.97
C: -5.21 -12.83 2.99
C: -5.86 -11.41 2.85
N: -5.22 -10.72 1.70
C: -5.86 -9.47 1.36
C: -5.47 -8.32 2.40
O: -6.14 -7.21 1.90
C: -5.76 -6.13 2.72
H: -4.06 -14.94 1.66
H: -5.55 -15.82 1.71
H: -4.80 -15.11 3.23
H: -4.13 -12.64 3.04
H: -5.60 -13.16 3.96
H: -5.80 -10.97 3.85
H: -6.93 -11.58 2.71
H: -5.37 -11.42 0.99
H: -6.93 -9.68 1.32
H: -5.61 -9.18 0.34
H: -4.41 -8.09 2.41
H: -5.79 -8.50 3.43
H: -4.71 -6.00 2.95
H: -6.36 -6.26 3.63
H: -5.98 -5.15 2.31
C: 4.02 7.26 0.36
O: 4.70 6.90 -0.81
C: 5.83 7.69 -1.10
C: 6.15 7.36 -2.47
N: 5.07 7.92 -3.34
C: 5.30 7.45 -4.70
C: 5.79 8.56 -5.61
O: 6.60 9.60 -5.05
C: 8.03 9.48 -4.96
H: 3.65 8.29 0.31
H: 4.49 7.09 1.34
H: 3.14 6.63 0.46
H: 6.61 7.40 -0.40
H: 5.76 8.77 -0.93
H: 6.15 6.29 -2.67
H: 7.16 7.66 -2.74
H: 5.34 8.89 -3.48
H: 4.42 6.98 -5.14
H: 6.04 6.65 -4.57
H: 4.85 8.95 -5.98
H: 6.27 8.12 -6.48
H: 8.48 10.39 -4.56
H: 8.43 9.34 -5.97
H: 8.29 8.63 -4.33
C: -5.37 5.58 7.98
O: -4.29 4.74 7.55
C: -2.96 5.07 7.93
C: -1.93 4.31 7.04
N: -1.88 2.90 7.35
C: -1.75 2.07 6.11
C: -1.07 0.71 6.41
O: -1.93 -0.17 7.03
C: -1.28 -1.40 7.44
H: -5.46 6.48 7.38
H: -5.40 5.81 9.05
H: -6.32 5.05 7.93
H: -2.80 5.00 9.01
H: -2.84 6.09 7.57
H: -1.02 4.70 7.52
H: -2.07 4.49 5.98
H: -2.81 2.80 7.72
H: -1.12 2.60 5.40
H: -2.78 2.04 5.74
H: -0.16 0.74 7.01
H: -0.71 0.33 5.45
H: -0.49 -1.03 8.09
H: -0.86 -2.06 6.68
H: -1.89 -2.03 8.09
O: -3.35 8.58 1.49
H: -2.85 9.39 1.59
H: -3.01 8.18 0.69
O: -6.27 5.24 3.81
H: -6.09 5.50 4.71
H: -5.82 5.89 3.28

=====

No. 7
This record from the OMol25 dataset describes a cluster of 13 separate species, C40H102N7O19 in total. The level of theory is ωB97M-V/def2-TZVPD.

The calculation puts the orbital gap at 6.36 eV. Its net charge is +1. The value obtained for the max |F| is 4.30 eV/A. The value obtained for the LUMO energy is -2.7660 eV. Its energy above the lowest of the compared OMol25 structures with the same formula, charge and spin is 0.000 eV. The value obtained for the highest occupied orbital energy is -9.12 eV.

CARTESIAN COORDINATES (ANGSTROEM)
C: -3.56 5.11 -5.42
C: -3.90 4.25 -4.21
C: -3.34 2.88 -4.32
O: -4.00 2.05 -3.40
C: -3.89 0.66 -3.73
N: -3.50 4.98 -2.98
H: -4.12 5.77 -2.82
H: -3.82 4.35 -2.19
H: -2.49 5.16 -2.82
H: -3.94 6.13 -5.33
H: -3.92 4.69 -6.36
H: -2.48 5.16 -5.60
H: -4.99 4.21 -4.20
H: -2.27 2.90 -4.06
H: -3.39 2.50 -5.34
H: -4.58 0.35 -4.52
H: -4.17 0.16 -2.80
H: -2.87 0.34 -3.95
C: -3.81 -3.82 6.27
C: -3.02 -2.76 6.98
C: -1.63 -2.62 6.53
O: -0.95 -1.81 7.47
C: 0.42 -1.64 7.17
N: -3.66 -1.41 6.66
H: -3.08 -0.58 6.84
H: -3.94 -1.32 5.65
H: -4.49 -1.25 7.23
H: -3.77 -3.59 5.19
H: -4.89 -3.82 6.45
H: -3.50 -4.83 6.54
H: -3.08 -2.80 8.06
H: -1.41 -2.47 5.47
H: -1.22 -3.64 6.74
H: 0.83 -0.88 7.83
H: 0.56 -1.32 6.12
H: 0.97 -2.59 7.22
C: 6.82 2.82 -2.99
C: 5.98 3.43 -1.90
C: 5.44 2.48 -0.89
O: 4.40 3.11 -0.24
C: 3.63 2.18 0.48
N: 6.62 4.62 -1.27
H: 6.55 5.39 -1.96
H: 6.13 4.98 -0.44
H: 7.63 4.47 -1.12
H: 6.17 2.20 -3.61
H: 7.59 2.15 -2.59
H: 7.26 3.59 -3.63
H: 5.13 3.82 -2.46
H: 6.19 2.22 -0.13
H: 5.09 1.57 -1.39
H: 2.68 2.58 0.83
H: 4.18 1.80 1.35
H: 3.38 1.32 -0.16
C: -1.36 7.82 0.85
C: -1.59 6.38 1.34
C: -1.26 6.29 2.78
O: -1.48 5.05 3.34
C: -0.66 3.99 2.87
N: -3.04 6.06 1.15
H: -3.55 6.46 0.36
H: -3.14 5.01 1.02
H: -3.53 6.32 2.01
H: -0.30 8.05 0.77
H: -1.91 8.55 1.44
H: -1.67 7.81 -0.20
H: -1.06 5.79 0.60
H: -1.96 6.95 3.31
H: -0.25 6.65 2.94
H: -0.02 3.70 3.71
H: -0.09 4.25 1.98
H: -1.24 3.12 2.57
C: -1.06 1.19 -2.00
C: 0.04 0.79 -1.04
C: -0.46 0.52 0.31
O: 0.62 0.64 1.19
C: 0.40 0.05 2.44
N: 0.68 -0.43 -1.66
H: 1.51 -0.71 -1.10
H: 0.15 -1.30 -1.48
H: 1.05 -0.39 -2.63
H: -1.42 2.15 -1.61
H: -1.89 0.48 -1.95
H: -0.79 1.38 -3.04
H: 0.85 1.50 -1.24
H: -1.11 -0.34 0.47
H: -1.18 1.34 0.54
H: 0.51 -1.04 2.38
H: -0.59 0.28 2.85
H: 1.16 0.36 3.16
C: 4.36 -5.62 -2.62
C: 3.50 -5.19 -1.48
C: 4.25 -4.67 -0.28
O: 5.28 -5.54 0.13
C: 6.19 -4.89 0.95
N: 2.53 -4.10 -1.91
H: 2.89 -3.73 -2.82
H: 1.63 -4.53 -2.14
H: 2.52 -3.27 -1.30
H: 3.77 -5.89 -3.51
H: 5.01 -6.45 -2.38
H: 4.99 -4.80 -2.98
H: 2.84 -5.96 -1.05
H: 3.61 -4.41 0.57
H: 4.75 -3.71 -0.56
H: 6.96 -5.58 1.28
H: 5.73 -4.55 1.90
H: 6.59 -3.95 0.54
C: -2.72 -5.15 0.96
C: -1.32 -4.68 1.28
C: -0.27 -5.45 0.56
O: 0.21 -6.42 1.43
C: 0.67 -7.59 0.75
N: -1.24 -3.22 1.05
H: -0.25 -2.90 1.11
H: -1.58 -2.91 0.11
H: -1.82 -2.73 1.78
H: -3.49 -4.69 1.58
H: -2.77 -6.22 1.22
H: -3.06 -5.07 -0.07
H: -1.28 -4.76 2.36
H: 0.56 -4.85 0.15
H: -0.68 -5.86 -0.38
H: 1.46 -7.38 0.02
H: -0.17 -8.05 0.19
H: 0.96 -8.35 1.47
C: 3.35 -1.43 2.05
C: 2.77 -1.61 0.67
O: 3.35 -1.03 -0.28
O: 1.74 -2.33 0.52
H: 3.19 -0.41 2.39
H: 4.40 -1.71 2.10
H: 2.81 -2.06 2.75
C: 2.17 -1.88 -6.31
C: 2.52 -1.93 -4.81
O: 3.17 -2.94 -4.44
O: 2.37 -0.84 -4.20
H: 2.80 -2.57 -6.85
H: 2.32 -0.88 -6.71
H: 1.10 -2.09 -6.44
C: -4.64 -1.53 1.81
C: -3.88 -1.36 3.12
O: -4.42 -0.67 4.03
O: -2.75 -1.96 3.18
H: -4.58 -0.65 1.18
H: -5.68 -1.80 2.01
H: -4.18 -2.36 1.28
C: 1.31 4.75 -1.59
C: 0.07 5.04 -2.45
O: -0.33 4.18 -3.30
O: -0.47 6.21 -2.44
H: 1.50 5.60 -0.93
H: 2.19 4.62 -2.22
H: 1.04 3.86 -1.03
C: -4.60 1.52 0.30
C: -4.26 2.91 -0.15
O: -3.10 3.36 0.20
O: -5.09 3.53 -0.87
H: -3.68 0.98 0.51
H: -5.11 1.00 -0.52
H: -5.27 1.49 1.16
C: -1.46 -2.69 -4.11
C: -1.19 -3.10 -2.66
O: -0.22 -3.82 -2.40
O: -1.72 -2.36 -1.78
H: -2.51 -2.84 -4.34
H: -0.96 -3.42 -4.75
H: -1.02 -1.71 -4.25

=====

Question: Which of these has the highest max |F|?
Answer: C3NO3

=====

Question: Which formula does entry 2 have?
Answer: C3N2O2

=====

Question: Among the records above, which one has the lowest max |F|?
Answer: C3Li2O3V